[1]
95
Properties=species:S:1:pos:R:3:forces:R:3 method="wB97M-V/def2-TZVPD" homo_lumo_gap_ev=7.177 smiles="O=C1C=CC(=O)c2c1cccc2P(O)(O)=S.COC(=O)OC.COC(=O)OC.COC(=O)OC.COC(=O)OC.COC(=O)OC.COC(=O)OC" lumo_ev=-1.6
O -5.8563 1.8331 3.9177 3.21 -0.30 -2.58
C -4.9142 1.7930 3.0977 -0.62 0.32 0.71
C -4.2834 3.1347 2.4675 1.15 -0.07 -2.24
C -3.6782 3.1566 1.1787 -1.35 -1.63 3.12
C -3.6805 1.7840 0.3439 -0.21 1.47 -1.85
O -3.8306 1.8783 -0.8929 0.69 -0.85 4.01
C -3.5416 0.4420 1.1797 -0.03 -2.39 2.18
C -4.1982 0.4330 2.6097 1.28 -2.09 -1.36
C -4.1403 -0.8397 3.4802 1.37 -0.18 -2.83
C -3.4004 -2.1091 2.9866 -0.08 3.03 -2.21
C -2.7157 -2.1146 1.5864 -2.16 2.92 1.87
C -2.8113 -0.8481 0.6839 -0.68 -0.42 3.20
P -1.9851 -0.9453 -1.0013 0.42 -0.32 -2.00
O -1.1592 -2.4525 -1.1905 -1.24 1.96 0.98
O -0.7683 0.2580 -1.0374 -1.87 -2.23 1.49
S -3.2223 -0.8423 -2.5085 0.69 -0.01 0.95
H -4.3095 4.1260 3.0520 -0.28 -1.89 -0.76
H -3.2261 4.1155 0.7656 -0.81 -1.62 0.31
H -4.6463 -0.8617 4.5073 0.85 0.19 -1.78
H -3.3426 -3.0376 3.6554 -0.13 1.57 -1.18
H -2.1746 -3.0651 1.2700 -0.78 1.67 0.23
H -1.7013 -3.0213 -1.7958 0.32 1.04 0.63
H -0.6032 0.4993 -0.0956 0.16 -0.05 -0.76
C 2.4112 3.9259 3.8643 0.06 0.32 0.30
O 2.1171 2.7748 3.0748 0.05 -0.11 -0.37
C 2.5640 2.8462 1.8091 -0.02 -0.06 -0.02
O 3.1656 3.7705 1.3215 -0.24 -0.37 0.22
O 2.2225 1.7077 1.1827 -0.03 0.28 0.38
C 2.6362 1.6424 -0.1834 0.12 -0.09 -0.56
H 2.0053 3.7578 4.8624 -0.04 -0.23 -0.21
H 3.4906 4.0691 3.9497 -0.13 0.07 -0.15
H 1.9357 4.8142 3.4428 0.19 -0.07 -0.05
H 3.7242 1.6945 -0.2605 -0.15 0.17 -0.01
H 2.1689 2.4390 -0.7658 0.20 -0.02 0.08
H 2.3081 0.6839 -0.5870 -0.07 0.07 0.26
C -6.2456 -6.5589 4.4992 -0.36 0.29 0.01
O -5.3172 -7.6421 4.5085 0.48 0.04 -0.07
C -4.0460 -7.2802 4.2729 -0.10 -0.25 0.04
O -3.6553 -6.1570 4.0643 -0.11 -0.31 0.06
O -3.2852 -8.3858 4.3096 -0.35 0.34 0.01
C -1.8981 -8.1501 4.0740 0.46 -0.01 -0.07
H -7.2363 -6.9676 4.6998 0.24 -0.20 -0.01
H -6.0040 -5.8376 5.2831 0.07 -0.01 -0.18
H -6.2632 -6.0746 3.5204 0.12 0.04 0.15
H -1.4831 -7.4923 4.8407 -0.09 0.05 -0.17
H -1.7424 -7.7294 3.0782 -0.04 0.09 0.17
H -1.3835 -9.1099 4.1273 -0.31 0.00 0.04
C -4.5284 9.8850 1.6938 0.05 0.40 -0.23
O -4.4680 8.6618 2.4258 -0.28 -0.32 0.11
C -5.6431 8.0173 2.5188 0.07 0.03 0.00
O -6.6915 8.3840 2.0497 0.42 -0.16 0.20
O -5.4455 6.8920 3.2267 0.12 0.32 -0.20
C -6.6189 6.0995 3.4065 -0.37 -0.32 0.10
H -3.5271 10.3167 1.6835 -0.04 -0.27 0.15
H -4.8367 9.7020 0.6622 -0.12 0.03 0.16
H -5.2046 10.5918 2.1796 -0.05 -0.15 -0.14
H -7.0098 5.7658 2.4428 -0.04 0.17 0.10
H -7.3789 6.6549 3.9602 0.04 0.00 -0.20
H -6.3426 5.2198 3.9891 0.20 0.19 -0.05
C 1.7200 -0.4429 -4.5351 -0.40 -0.20 0.21
O 2.7239 0.0675 -5.4126 0.36 0.35 0.12
C 3.5104 1.0074 -4.8636 -0.01 -0.13 -0.27
O 3.4299 1.4288 -3.7350 0.04 -0.14 -0.29
O 4.4020 1.3966 -5.7891 -0.38 -0.20 0.23
C 5.3106 2.4017 -5.3403 0.37 0.32 0.14
H 1.1479 -1.1919 -5.0832 0.25 0.12 -0.13
H 2.1757 -0.9238 -3.6666 -0.05 0.17 -0.03
H 1.0392 0.3525 -4.2235 0.17 -0.06 0.09
H 5.9090 2.0348 -4.5033 -0.15 0.11 0.01
H 4.7729 3.3109 -5.0620 0.03 -0.16 0.11
H 5.9821 2.6379 -6.1664 -0.22 -0.23 -0.05
C 6.9532 0.0075 -1.1080 -0.46 -0.06 0.04
O 8.3787 0.0593 -1.0707 0.29 0.23 -0.24
C 8.9229 0.8853 -1.9790 0.06 -0.11 0.13
O 8.3179 1.5514 -2.7824 0.21 -0.22 0.24
O 10.2578 0.8398 -1.8365 -0.43 -0.06 0.05
C 10.9715 1.6762 -2.7451 0.29 0.24 -0.25
H 6.6248 -0.6877 -0.3347 0.31 0.04 -0.03
H 6.5261 0.9898 -0.8939 0.06 -0.07 -0.19
H 6.6059 -0.3622 -2.0754 0.03 0.20 0.05
H 10.7036 2.7245 -2.5959 -0.10 -0.14 -0.12
H 10.7838 1.3726 -3.7773 -0.11 0.13 0.11
H 12.0360 1.5594 -2.5392 -0.20 -0.17 0.18
C 0.7142 -4.6580 -2.0640 0.09 0.27 0.22
O 0.4275 -5.8144 -2.8499 0.10 -0.15 -0.41
C 0.8748 -5.7443 -4.1148 -0.06 -0.10 0.03
O 1.4715 -4.8173 -4.6049 -0.23 -0.34 0.20
O 0.5412 -6.8864 -4.7381 0.05 0.31 0.31
C 0.9570 -6.9515 -6.1012 0.10 -0.09 -0.44
H 0.3093 -4.8229 -1.0650 -0.05 -0.21 -0.21
H 1.7929 -4.5083 -1.9783 -0.12 0.08 -0.15
H 0.2348 -3.7755 -2.4890 0.31 -0.11 -0.06
H 2.0450 -6.8923 -6.1756 -0.13 0.16 0.01
H 0.4860 -6.1585 -6.6862 0.18 0.01 0.11
H 0.6354 -7.9133 -6.5019 -0.07 0.06 0.30


[2]
79
Properties=species:S:1:pos:R:3:forces:R:3 method="wB97M-V/def2-TZVPD" de_lowest_kcal_mol=28.6 homo_lumo_gap_ev="6.930 / 5.195" spin_multiplicity=6 charge=+4 lumo_ev="-11.4 / -14.1"
N 3.9155 -8.6577 -1.2325 -0.33 1.18 0.43
C 4.6721 -7.8965 -0.4363 -0.29 -2.30 -0.50
C 4.3038 -6.5923 -0.0849 -1.54 1.27 0.33
C 3.1100 -6.0296 -0.6391 0.39 -1.03 -0.28
C 2.3317 -6.8643 -1.4708 0.98 1.63 0.45
C 2.7668 -8.1852 -1.7079 0.88 -0.94 -0.82
C 2.7094 -4.6640 -0.3212 -0.54 0.36 -0.26
Ir 0.7183 1.1112 0.0477 0.26 0.11 1.59
P -3.3065 2.6519 2.2427 1.52 -1.27 -0.76
C 1.6399 -4.0214 -0.8775 0.48 -1.08 0.21
C 1.1594 -2.7604 -0.3521 0.56 0.81 0.62
C -0.2324 -2.4823 -0.2246 -0.10 -0.20 0.40
C -0.6629 -1.4265 0.5773 0.04 -0.53 -0.06
C 0.3275 -0.5258 1.1074 1.11 -1.77 2.27
C 1.7154 -0.9847 1.2182 -0.84 0.52 -0.09
C 2.1037 -1.9570 0.3225 0.58 -0.37 -0.01
Br 0.0636 0.7270 2.7334 -0.40 -1.29 -0.91
H 3.3169 -4.2272 0.4727 -0.34 0.13 -0.21
H 1.0246 -4.5565 -1.6105 0.17 0.38 0.25
H 4.9685 -6.0467 0.5897 -0.20 0.08 -0.40
H 1.4082 -6.4822 -1.9019 0.09 -0.53 0.17
H 5.6048 -8.3464 -0.0836 -0.01 0.33 -0.39
H 2.1560 -8.8271 -2.3451 0.00 -0.27 0.56
H -0.8785 -3.2492 -0.7006 -0.03 0.87 0.70
H 3.1649 -2.2010 0.1743 -0.52 0.15 0.45
H -1.6822 -1.2663 0.9331 0.11 -0.24 -0.62
H 2.2974 -0.6028 2.0742 0.16 -0.11 -1.07
P -0.4789 1.1119 -1.7567 -1.08 0.05 -2.27
C -2.7025 1.7350 3.6932 -0.15 0.25 0.87
C -3.6939 1.5639 4.8497 -0.32 0.12 0.32
H -1.8377 2.3047 4.0637 -0.18 -0.04 -0.09
H -2.3354 0.7565 3.3470 -0.45 0.47 -0.09
H -3.1712 1.1620 5.7287 -0.10 0.19 -0.29
H -4.1138 2.5429 5.1121 0.01 -0.34 0.14
H -4.5145 0.8692 4.6343 0.17 0.23 -0.15
C -3.8840 1.4224 1.0354 -0.50 0.26 -0.12
C -5.3648 1.6955 0.7553 -0.64 -0.16 -0.13
H -3.7179 0.4165 1.4491 -0.14 0.27 0.06
H -3.3104 1.5174 0.1077 -0.11 0.25 0.53
H -5.8315 0.8637 0.2206 0.07 0.07 0.16
H -5.9030 1.8519 1.6969 -0.11 -0.13 -0.26
H -5.5123 2.5854 0.1343 0.14 -0.06 0.18
C -1.9457 3.6029 1.4363 -0.67 0.29 0.14
C -2.0890 5.0788 1.8237 0.21 0.54 0.05
H -2.0392 3.4633 0.3440 -0.13 -0.01 0.46
H -0.9993 3.1672 1.7695 -0.09 0.03 -0.01
H -1.5761 5.7219 1.1011 -0.13 -0.10 0.14
H -3.1433 5.3750 1.8592 0.25 0.09 -0.14
H -1.6586 5.2938 2.8073 -0.09 -0.13 -0.13
C -0.6351 2.8143 -2.4172 -0.03 0.42 0.07
C 0.2774 3.1802 -3.5897 0.24 -0.17 -0.20
H -0.4278 3.4819 -1.5649 -0.21 -0.05 -0.22
H -1.6912 2.9595 -2.6799 0.17 -0.02 0.02
H 1.3415 3.1283 -3.3152 -0.24 0.04 -0.06
H 0.1316 2.5143 -4.4522 -0.04 0.31 0.22
H 0.0637 4.2067 -3.9072 0.04 -0.24 0.03
C -2.1441 0.3735 -1.6394 -0.31 0.03 0.16
C -2.2787 -0.9056 -2.4433 -0.42 -0.22 -0.45
H -2.8968 1.1320 -1.9171 0.37 -0.24 -0.13
H -2.3162 0.1433 -0.5793 0.15 0.09 -0.43
H -1.8713 -0.7831 -3.4541 -0.27 -0.18 0.14
H -1.7415 -1.7065 -1.9347 -0.11 0.04 -0.31
H -3.3400 -1.1999 -2.5174 0.48 0.12 -0.03
C 0.6978 0.1258 -2.7732 -1.06 -0.18 -0.70
C 2.1411 0.3088 -2.3101 0.20 -0.01 -0.38
H 0.5527 0.4157 -3.8278 0.21 -0.32 0.28
H 0.3847 -0.9270 -2.6768 0.08 0.37 -0.05
H 2.6932 -0.6293 -2.4375 0.00 0.26 0.08
H 2.6548 1.0939 -2.8711 -0.04 -0.08 0.18
H 2.2173 0.5722 -1.2296 0.37 -0.15 -0.25
N 2.4462 3.4684 0.0056 0.98 0.16 0.76
C 3.5025 4.0577 0.6148 -0.15 -0.40 0.06
C 3.7135 3.4107 1.8283 -0.36 0.05 -0.37
C 2.7086 2.4577 1.9395 -0.21 0.47 -1.50
N 1.9539 2.4626 0.7862 1.68 2.15 1.54
H 1.9680 3.8367 -0.8148 0.10 -0.44 0.29
H 4.0369 4.8745 0.1458 -0.13 -0.05 0.09
H 4.4942 3.5840 2.5420 0.10 0.24 0.12
H 2.4702 1.8097 2.7734 0.22 0.02 -0.39